1.
Formula: C27H61N3O5
Source: the Open Molecules 2025 dataset
Level of theory: wB97M-V/def2-TZVPD

Last columns: bonded neighbours and bond lengths (Å).
Geometry (Å):
1 C -4.6929 -2.1367 0.2622  C2 1.523, H12 1.081, H13 1.074, H14 1.100
2 C -3.4981 -1.9344 -0.6610  C1 1.523, C3 1.539, N7 1.502, C11 1.522
3 C -3.8022 -2.3936 -2.0984  C2 1.539, C4 1.535, H15 1.118, H16 1.096
4 C -4.7044 -1.3657 -2.7957  C3 1.535, C5 1.531, H17 1.092, H18 1.083
5 C -3.9758 -0.0248 -2.9232  C4 1.531, C6 1.525, H19 1.083, H20 1.074
6 C -3.6868 0.5200 -1.5288  C5 1.525, N7 1.500, C9 1.527, C10 1.514
7 N -2.9337 -0.5494 -0.7950  C2 1.502, C6 1.500, O8 1.438
8 O -2.5283 -0.0415 0.4875  N7 1.438, H30 0.982
9 C -2.7079 1.6875 -1.6316  C6 1.527, H21 1.105, H22 1.089, H23 1.096
10 C -4.9777 0.9784 -0.8837  C6 1.514, H24 1.077, H25 1.107, H26 1.081
11 C -2.3324 -2.7196 -0.0770  C2 1.522, H27 1.091, H28 1.095, H29 1.113
12 H -4.7497 -3.1699 0.5762  C1 1.081
13 H -5.5940 -1.9235 -0.2822  C1 1.074
14 H -4.6929 -1.5066 1.1636  C1 1.100
15 H -2.8646 -2.5583 -2.6843  C3 1.118
16 H -4.2723 -3.3830 -2.0674  C3 1.096
17 H -5.6919 -1.2612 -2.3402  C4 1.092
18 H -4.8949 -1.7487 -3.7904  C4 1.083
19 H -4.5506 0.7675 -3.3876  C5 1.083
20 H -3.0475 -0.0799 -3.4603  C5 1.074
21 H -2.4347 1.9887 -0.6038  C9 1.105
22 H -1.7934 1.3685 -2.1299  C9 1.089
23 H -3.2019 2.4741 -2.2140  C9 1.096
24 H -5.7213 0.2102 -0.7514  C10 1.077
25 H -4.7182 1.4860 0.0651  C10 1.107
26 H -5.3514 1.7625 -1.5269  C10 1.081
27 H -1.4003 -2.3889 -0.5372  C11 1.091
28 H -2.4534 -3.8061 -0.1316  C11 1.095
29 H -2.1649 -2.4237 0.9831  C11 1.113
30 H -3.2751 -0.1050 1.1223  O8 0.982
31 C 0.9505 -1.5410 2.8258  C32 1.498, H42 1.109, H43 1.055, H44 1.090
32 C 1.5947 -2.7306 2.1827  C31 1.498, C33 1.531, N37 1.501, C41 1.520
33 C 0.7047 -3.9231 2.5411  C32 1.531, C34 1.540, H45 1.108, H46 1.102
34 C 1.1993 -5.1876 1.8145  C33 1.540, C35 1.507, H47 1.077, H48 1.087
35 C 1.0134 -4.9474 0.3385  C34 1.507, C36 1.545, H49 1.101, H50 1.117
36 C 1.8510 -3.7404 -0.1394  C35 1.545, N37 1.505, C39 1.537, C40 1.520
37 N 1.4672 -2.5506 0.6977  C32 1.501, C36 1.505, O38 1.436
38 O 2.4280 -1.5527 0.3179  N37 1.436, H60 0.967
39 C 3.3358 -4.1298 -0.2228  C36 1.537, H51 1.085, H52 1.079, H53 1.101
40 C 1.4631 -3.4615 -1.5822  C36 1.520, H54 1.071, H55 1.071, H56 1.093
41 C 2.9812 -2.9125 2.7793  C32 1.520, H57 1.098, H58 1.098, H59 1.066
42 H 0.9291 -1.6624 3.9276  C31 1.109
43 H 0.0036 -1.2531 2.4612  C31 1.055
44 H 1.4819 -0.6017 2.6724  C31 1.090
45 H 0.6101 -4.0724 3.6354  C33 1.108
46 H -0.3083 -3.7032 2.1677  C33 1.102
47 H 0.6808 -6.0766 2.1328  C34 1.077
48 H 2.2302 -5.3024 2.1378  C34 1.087
49 H -0.0532 -4.7851 0.1177  C35 1.101
50 H 1.2352 -5.8471 -0.2848  C35 1.117
51 H 3.9893 -3.3049 -0.4876  C39 1.085
52 H 3.6754 -4.4207 0.7591  C39 1.079
53 H 3.4839 -4.9977 -0.8835  C39 1.101
54 H 1.5654 -4.4471 -1.9873  C40 1.071
55 H 0.3972 -3.3596 -1.6084  C40 1.071
56 H 2.1104 -2.7623 -2.1177  C40 1.093
57 H 3.2053 -3.9811 2.8906  C41 1.098
58 H 2.9343 -2.5150 3.8013  C41 1.098
59 H 3.6549 -2.3919 2.1375  C41 1.066
60 H 1.7537 -0.9313 0.0107  O38 0.967
61 C 4.0331 2.4924 -0.0849  C62 1.549, H72 1.087, H73 1.086, H74 1.104
62 C 2.9179 3.1984 0.7252  C61 1.549, C63 1.483, N67 1.481, C71 1.586
63 C 3.5129 4.4068 1.3461  C62 1.483, C64 1.544, H75 1.113, H76 1.074
64 C 2.4868 5.4782 1.7728  C63 1.544, C65 1.493, H77 1.092, H78 1.090
65 C 1.7214 5.9460 0.5789  C64 1.493, C66 1.534, H79 1.137, H80 1.083
66 C 0.9262 4.7814 -0.0237  C65 1.534, N67 1.509, C69 1.500, C70 1.543
67 N 1.9474 3.6998 -0.2753  C62 1.481, C66 1.509, O68 1.459
68 O 1.4724 2.5670 -1.0629  N67 1.459, H90 0.959
69 C -0.2848 4.3538 0.7514  C66 1.500, H81 1.098, H82 1.123, H83 1.066
70 C 0.4579 5.1686 -1.4416  C66 1.543, H84 1.060, H85 1.096, H86 1.087
71 C 2.3041 2.1462 1.7414  C62 1.586, H87 1.106, H88 1.088, H89 1.084
72 H 4.2173 2.8745 -1.0857  C61 1.087
73 H 3.7939 1.4503 -0.2733  C61 1.086
74 H 5.0172 2.5714 0.4083  C61 1.104
75 H 4.1239 4.0622 2.2107  C63 1.113
76 H 4.1739 4.7981 0.5957  C63 1.074
77 H 3.0273 6.3019 2.2444  C64 1.092
78 H 1.8279 5.0887 2.5482  C64 1.090
79 H 2.4737 6.3208 -0.1875  C65 1.137
80 H 1.0681 6.7622 0.8609  C65 1.083
81 H -0.9825 5.1989 0.8182  C69 1.098
82 H -0.7449 3.4923 0.1980  C69 1.123
83 H -0.1388 4.0283 1.7556  C69 1.066
84 H -0.2743 5.9264 -1.3245  C70 1.060
85 H 1.3164 5.6020 -1.9670  C70 1.096
86 H -0.0157 4.2970 -1.8862  C70 1.087
87 H 1.5442 2.6442 2.3712  C71 1.106
88 H 3.0744 1.6389 2.3188  C71 1.088
89 H 1.7578 1.4320 1.1367  C71 1.084
90 H 0.8107 2.1095 -0.5406  O68 0.959
91 O 0.5542 1.3993 -3.5303  H92 0.983, H93 0.962
92 H 1.0673 1.9208 -2.8744  O91 0.983
93 H 1.0636 1.4524 -4.3444  O91 0.962
94 O 0.2729 0.0979 -0.4081  H95 0.991, H96 0.978
95 H -0.5881 -0.2809 -0.0949  O94 0.991
96 H 0.2099 -0.0576 -1.3715  O94 0.978

Results
- Total charge: 0
- Relative energy (zero: lowest compared OMol25 entry of this formula, charge and spin): 5.2 kJ/mol
- DFT total energy: -43692.958 eV
- Orbital gap: 0.3225 Ha
- Structure (SMILES): CC1(C)CCCC(C)(C)N1O.CC1(C)CCCC(C)(C)N1O.CC1(C)CCCC(C)(C)N1O.O.O

2.
Formula: C27H62ClO25S7
Source: the Open Molecules 2025 dataset
Level of theory: wB97M-V/def2-TZVPD

Last columns: bonded neighbours and bond lengths (Å).
Geometry (Å):
1 Cl 1.1197 0.7060 -0.6656  O2 1.459, O3 1.412, O4 1.451, O5 1.471
2 O 2.4281 0.9281 -0.0587  Cl1 1.459
3 O 0.2349 0.5172 0.4179  Cl1 1.412
4 O 0.6425 1.8903 -1.3556  Cl1 1.451
5 O 1.1479 -0.4439 -1.5830  Cl1 1.471
6 O -2.1253 -6.4495 1.3335  S7 1.453
7 S -1.4131 -5.5209 2.1948  O6 1.453, O8 1.494, O9 1.697, C12 1.900
8 O -1.1978 -5.9636 3.6059  S7 1.494
9 O 0.1108 -5.1147 1.5687  S7 1.697, C10 1.367
10 C 0.9648 -4.2524 2.1982  O9 1.367, C11 1.566, H13 1.090, H14 1.090
11 C 2.0183 -4.9802 3.0994  C10 1.566, H15 1.090, H16 1.090, H17 1.090
12 C -2.2677 -3.8372 1.9844  S7 1.900, H18 1.090, H19 1.090, H20 1.090
13 H 0.3979 -3.5175 2.7699  C10 1.090
14 H 1.4819 -3.7588 1.3754  C10 1.090
15 H 1.4703 -5.5103 3.8784  C11 1.090
16 H 2.7697 -4.3404 3.5620  C11 1.090
17 H 2.5918 -5.7321 2.5573  C11 1.090
18 H -3.2163 -4.0274 1.4824  C12 1.090
19 H -1.5767 -3.1899 1.4444  C12 1.090
20 H -2.3142 -3.3566 2.9616  C12 1.090
21 O -1.3831 6.2113 -6.5237  S22 1.460
22 S -2.1132 6.9896 -5.5276  O21 1.460, O23 1.451, O24 1.671, C27 1.848
23 O -1.8275 8.4048 -5.3796  S22 1.451
24 O -3.7376 6.9180 -5.9131  S22 1.671, C25 1.439
25 C -4.4777 5.7135 -5.6443  O24 1.439, C26 1.552, H28 1.090, H29 1.090
26 C -5.7466 5.7059 -6.5379  C25 1.552, H30 1.090, H31 1.090, H32 1.090
27 C -2.1049 6.2011 -3.8561  S22 1.848, H33 1.090, H34 1.090, H35 1.090
28 H -4.9831 5.7494 -4.6792  C25 1.090
29 H -3.8776 4.8040 -5.6715  C25 1.090
30 H -6.4433 6.5265 -6.3669  C26 1.090
31 H -6.3249 4.8026 -6.3434  C26 1.090
32 H -5.5391 5.7391 -7.6074  C26 1.090
33 H -2.2649 5.1444 -4.0702  C27 1.090
34 H -2.8705 6.6444 -3.2193  C27 1.090
35 H -1.0927 6.1965 -3.4518  C27 1.090
36 O -4.0927 1.0668 -3.7089  S37 1.443
37 S -5.1434 0.3872 -2.9898  O36 1.443, O38 1.467, O39 1.623, C42 1.817
38 O -6.5433 0.7549 -3.2262  S37 1.467
39 O -4.9599 -1.2094 -3.2157  S37 1.623, C40 1.453
40 C -3.6032 -1.6998 -3.3876  O39 1.453, C41 1.564, H43 1.090, H44 1.090
41 C -3.3208 -1.7412 -4.9258  C40 1.564, H45 1.090, H46 1.090, H47 1.090
42 C -4.7098 0.5067 -1.2298  S37 1.817, H48 1.090, H49 1.090, H50 1.090
43 H -3.5324 -2.6416 -2.8435  C40 1.090
44 H -2.8807 -1.1064 -2.8273  C40 1.090
45 H -3.5855 -0.8127 -5.4317  C41 1.090
46 H -3.9556 -2.4244 -5.4901  C41 1.090
47 H -2.2824 -1.9981 -5.1353  C41 1.090
48 H -5.2718 -0.3012 -0.7612  C42 1.090
49 H -5.0299 1.4668 -0.8249  C42 1.090
50 H -3.6515 0.2620 -1.1400  C42 1.090
51 O -3.4737 0.8582 4.7803  S52 1.480
52 S -3.6696 2.2563 5.2261  O51 1.480, O53 1.432, O54 1.661, C57 1.816
53 O -4.9582 2.8799 5.2697  S52 1.432
54 O -3.0396 2.2856 6.7625  S52 1.661, C55 1.448
55 C -2.7651 3.5287 7.4513  O54 1.448, C56 1.532, H58 1.090, H59 1.090
56 C -2.3940 3.3304 8.9248  C55 1.532, H60 1.090, H61 1.090, H62 1.090
57 C -2.4840 3.3330 4.3694  S52 1.816, H63 1.090, H64 1.090, H65 1.090
58 H -3.6435 4.1742 7.4495  C55 1.090
59 H -1.8774 4.0430 7.0832  C55 1.090
60 H -1.8011 4.1985 9.2131  C56 1.090
61 H -1.5971 2.5880 8.9687  C56 1.090
62 H -3.2717 3.0878 9.5239  C56 1.090
63 H -2.6979 3.3805 3.3017  C57 1.090
64 H -1.5361 2.8405 4.5867  C57 1.090
65 H -2.5184 4.3042 4.8630  C57 1.090
66 O 2.3285 0.3502 8.1122  S67 1.512
67 S 2.2493 0.7975 6.6704  O66 1.512, O68 1.476, O69 1.651, C72 1.903
68 O 2.0089 2.2184 6.3512  S67 1.476
69 O 3.6936 0.3676 5.9949  S67 1.651, C70 1.419
70 C 3.9439 0.4023 4.5990  O69 1.419, C71 1.526, H73 1.090, H74 1.090
71 C 5.4536 0.5446 4.4278  C70 1.526, H75 1.090, H76 1.090, H77 1.090
72 C 1.0987 -0.3876 5.7260  S67 1.903, H78 1.090, H79 1.090, H80 1.090
73 H 3.5148 1.3009 4.1558  C70 1.090
74 H 3.4669 -0.4150 4.0581  C70 1.090
75 H 5.9775 -0.3342 4.8039  C71 1.090
76 H 5.7957 1.3835 5.0338  C71 1.090
77 H 5.7696 0.7279 3.4009  C71 1.090
78 H 0.9764 -0.0369 4.7012  C72 1.090
79 H 0.1341 -0.4268 6.2322  C72 1.090
80 H 1.4362 -1.4185 5.8323  C72 1.090
81 O -1.9506 -7.4576 -5.3631  S82 1.437
82 S -1.4971 -8.5427 -4.5368  O81 1.437, O83 1.467, O84 1.709, C87 1.936
83 O -1.3162 -9.9020 -5.0569  S82 1.467
84 O -0.2334 -8.1052 -3.4725  S82 1.709, C85 1.343
85 C -0.0982 -6.7974 -3.2012  O84 1.343, C86 1.464, H88 1.090, H89 1.090
86 C 0.7241 -6.0991 -4.1913  C85 1.464, H90 1.090, H91 1.090, H92 1.090
87 C -2.7895 -8.7840 -3.1154  S82 1.936, H93 1.090, H94 1.090, H95 1.090
88 H 0.1883 -6.4810 -2.1983  C85 1.090
89 H -1.0513 -6.2686 -3.2113  C85 1.090
90 H 0.9530 -5.0963 -3.8307  C86 1.090
91 H 0.3567 -5.9099 -5.1999  C86 1.090
92 H 1.6950 -6.5892 -4.2641  C86 1.090
93 H -2.9396 -7.8919 -2.5074  C87 1.090
94 H -2.5940 -9.6118 -2.4338  C87 1.090
95 H -3.6859 -9.0063 -3.6943  C87 1.090
96 O 4.0465 8.4956 -3.0893  S97 1.463
97 S 4.1613 7.1589 -2.5046  O96 1.463, O98 1.473, O99 1.657, C102 1.873
98 O 5.4513 6.6789 -1.9799  S97 1.473
99 O 2.9903 7.0431 -1.3381  S97 1.657, C100 1.426
100 C 3.2048 6.1679 -0.2327  O99 1.426, C101 1.505, H103 1.090, H104 1.090
101 C 1.9551 6.1029 0.6036  C100 1.505, H105 1.090, H106 1.090, H107 1.090
102 C 3.4695 5.9053 -3.7128  S97 1.873, H108 1.090, H109 1.090, H110 1.090
103 H 4.1357 6.3500 0.3042  C100 1.090
104 H 3.4495 5.1502 -0.5369  C100 1.090
105 H 1.1612 5.6992 -0.0247  C101 1.090
106 H 1.7682 7.0634 1.0839  C101 1.090
107 H 2.1193 5.3554 1.3798  C101 1.090
108 H 2.6847 6.3260 -4.3414  C102 1.090
109 H 3.0702 5.1286 -3.0605  C102 1.090
110 H 4.2479 5.5639 -4.3952  C102 1.090
111 C 6.0033 -2.9343 -0.9394  C112 1.384, C116 1.405, H117 1.080
112 C 6.7176 -3.0165 0.2437  C111 1.384, C113 1.391, H118 1.080
113 C 6.9190 -4.2558 0.8426  C112 1.391, C114 1.421, H119 1.080
114 C 6.4046 -5.3918 0.1613  C113 1.421, C115 1.360, H120 1.080
115 C 5.7496 -5.3560 -1.0302  C114 1.360, C116 1.422, H121 1.080
116 C 5.4842 -4.0719 -1.5799  C111 1.405, C115 1.422, H122 1.080
117 H 5.7438 -1.9544 -1.3121  C111 1.080
118 H 7.0062 -2.0821 0.7017  C112 1.080
119 H 7.3769 -4.4033 1.8095  C113 1.080
120 H 6.5466 -6.4029 0.5133  C114 1.080
121 H 5.3945 -6.2632 -1.4963  C115 1.080
122 H 4.9392 -3.9838 -2.5081  C116 1.080

Results
- Total charge: -1
- DFT total energy: -168548.177 eV
- Orbital gap: 0.3094 Ha

- What is the orbital gap in the first record?
  0.3225 Ha

- Which value of orbital gap does entry 1 give?
  0.3225 Ha

- Look up the DFT total energy of the second one.
  -168548.177 eV